The following is a quantum chemistry calculation of 2 unconnected molecules or ions with the total composition C11H15N at a distorted geometry, from the OMol25 dataset.

The net charge is +1. As for the spin multiplicity: 2. The orbital gap (spin up / spin down) comes out at 9.21 / 6.04 eV. As for the expectation value of S²: 0.77. The calculation puts the total energy at -13131.093 eV. The energy above the lowest of the compared OMol25 structures with the same formula, charge and spin is 203.9 kJ/mol. The value obtained for the HOMO energy (spin up / spin down) is -0.4838 / -0.4859 hartree.

Structure (XYZ):
```
27
Properties=species:S:1:pos:R:3:forces:R:3
C 0.84380 -2.30635 3.78860 -3.51 0.57 0.69
C 0.70402 -0.67795 1.77233 2.56 5.65 1.03
C 1.03461 -1.00851 3.10347 -0.41 -0.29 -0.08
C 1.02609 0.78488 1.66522 -1.87 0.22 -0.20
C 1.51817 0.15711 3.79647 -0.24 1.88 -1.91
C 0.27022 -0.55034 -0.63396 0.14 -0.36 -0.25
C 0.16937 0.86122 -0.58088 -1.13 -0.96 -1.75
C 0.46875 -1.23151 0.54290 -1.36 -4.77 0.11
C 0.54869 1.54281 0.55147 1.08 0.34 1.64
N 1.48594 1.28281 2.93483 -0.73 -4.26 0.43
H 0.20768 -1.13456 -1.57032 -0.40 0.63 0.64
H -0.34869 1.38984 -1.44910 1.18 -0.61 1.22
H 0.31632 -2.38007 0.71659 0.40 1.94 -1.48
H 0.47173 2.64057 0.46867 0.36 -0.64 0.71
H -0.38587 -2.48788 3.91711 3.25 0.46 -0.16
H 1.31999 -2.30952 4.75134 -0.08 0.02 0.56
H 1.82954 0.17841 4.85034 -0.01 0.26 -0.72
H 2.13227 2.03395 2.97088 0.35 0.89 0.45
H 1.20397 -3.14444 3.26422 0.39 -0.96 -0.99
C -2.52067 1.07813 -4.00777 0.38 -2.16 -2.74
C -1.16563 0.63256 -4.61863 -2.92 -2.45 -1.71
H -2.58763 2.10320 -3.79278 -0.14 1.37 0.16
H -3.23992 0.75761 -4.81338 0.20 0.81 0.97
H -2.77332 0.48053 -3.17367 -0.22 -0.46 1.19
H -0.34007 0.86506 -4.09514 2.95 1.34 1.84
H -1.08525 0.94397 -5.65935 0.19 0.37 0.15
H -1.10412 -0.50153 -4.69947 -0.42 1.17 0.18
```
Positions in Å, forces in eV/Å.